Computed, not measured: 2 unconnected molecules or ions with the total composition C2H8NO, with ωB97M-V/def2-TZVPD.

Structure (XYZ):
```
12
Properties=species:S:1:pos:R:3:mulliken_charge:R:1
O 0.8323 -2.2955 1.2008 -0.65
N 0.6554 0.3309 0.3913 -0.18
C -0.9511 1.5780 -0.9857 -1.02
C -0.0598 0.4247 -0.6637 0.28
H 0.0433 -2.8450 1.0799 0.31
H 1.3804 -2.8020 1.8290 0.32
H -0.3163 2.4529 -0.8136 0.33
H -1.3396 1.4774 -1.9914 0.32
H 1.0890 -0.5943 0.4607 0.32
H 0.6629 0.9918 1.1590 0.26
H -0.1718 -0.4308 -1.3204 0.36
H -1.8246 1.7121 -0.3460 0.35
```

## Properties
total charge: +1
spin multiplicity: 1
energy above the lowest of the compared OMol25 structures with the same formula, charge and spin: 10.1 kcal/mol
E_LUMO: -4.83 eV

Computed, not measured: 3 unconnected molecules or ions with the total composition C2H8NO2, with ωB97M-V/def2-TZVPD.

Structure (XYZ):
```
13
Properties=species:S:1:pos:R:3:mulliken_charge:R:1
O -2.1537 0.6324 0.5882 -0.45
O 2.8233 0.0270 1.0730 -1.13
N 0.2407 -0.6748 -0.0482 -0.70
C 0.5968 0.5759 -0.6697 -0.61
C -2.2787 -0.4757 -0.0032 -0.08
H 1.6759 0.6887 -0.3313 0.30
H -0.8371 -0.7080 0.1409 0.39
H 3.6569 0.4643 1.2634 0.12
H 0.9876 -0.8268 0.6381 0.34
H 0.0024 1.4503 -0.2726 0.18
H -2.4759 -0.4777 -1.0887 0.19
H -2.8432 -1.3251 0.4593 0.24
H 0.6049 0.6494 -1.7492 0.21
```

## Properties
total charge: -1
spin multiplicity: 1
energy above the lowest of the compared OMol25 structures with the same formula, charge and spin: 88.0 kcal/mol
E_LUMO: 2.99 eV

Computed, not measured: 2 unconnected molecules or ions with the total composition C2H8NO2, with ωB97M-V/def2-TZVPD.

Structure (XYZ):
```
13
Properties=species:S:1:pos:R:3:mulliken_charge:R:1
O -1.0814 -0.9272 0.5030 -0.61
O -2.3177 0.5588 1.6491 -0.40
N 1.2996 0.0652 0.1501 -0.29
C -2.0233 -0.1385 0.5749 0.24
C 1.3848 0.0274 -1.3420 -0.73
H 2.2415 0.6777 -1.5444 0.37
H 2.0146 -0.3702 0.7285 0.36
H -2.5029 -0.0125 -0.4131 0.38
H 0.5222 0.5277 -1.7744 0.29
H 1.0721 0.9684 0.5711 0.41
H 1.4527 -0.8998 -1.9008 0.32
H -2.4120 -0.0792 2.3791 0.39
H 0.3499 -0.3979 0.4189 0.26
```

## Properties
total charge: +1
spin multiplicity: 1
energy above the lowest of the compared OMol25 structures with the same formula, charge and spin: 33.0 kcal/mol
E_LUMO: -3.46 eV

Computed, not measured: 2 unconnected molecules or ions with the total composition C2H8NO2P, with ωB97M-V/def2-TZVPD.

Structure (XYZ):
```
14
Properties=species:S:1:pos:R:3:mulliken_charge:R:1
P -0.2270 1.6018 1.0995 -0.14
O -1.3619 0.9855 0.1110 -0.15
O -0.3929 -2.4115 -0.8582 -0.63
N 1.0518 1.2276 0.0653 -0.22
C 2.0362 0.1626 0.3291 -0.72
C -2.5101 0.3949 -0.1556 -0.49
H 1.5332 -0.8055 0.5934 0.13
H 2.7352 0.3393 1.1343 0.32
H -2.7486 0.1430 -1.1282 0.40
H 2.4501 -0.1584 -0.5822 0.37
H -3.3935 0.5835 0.5141 0.23
H 1.4005 2.0262 -0.3884 0.26
H 0.2107 -2.5668 -0.1944 0.30
H -0.7836 -1.5224 -0.5398 0.33
```

## Properties
spin multiplicity: 1
energy above the lowest of the compared OMol25 structures with the same formula, charge and spin: 116.6 kcal/mol
E_LUMO (spin up / spin down): 0.29 / -0.43 eV

Computed, not measured: a molecular structure, C2H8NO2P, with ωB97M-V/def2-TZVPD.

Structure (XYZ):
```
14
Properties=species:S:1:pos:R:3:mulliken_charge:R:1
P -0.4256 0.7086 -0.2192 0.27
O 1.1128 1.1038 0.2282 -0.26
O -0.5271 -1.6730 -1.5380 -0.36
N -1.1045 0.5200 1.1363 -0.53
C 1.5824 0.9389 1.5666 -0.54
C 0.5650 -1.8428 -1.9612 -0.04
H 2.6651 0.8222 1.3929 0.20
H 1.2532 -0.9507 -2.3055 0.20
H -3.2004 0.9380 -0.4357 -0.11
H 1.2732 1.7438 2.1451 0.26
H 1.1369 -2.8686 -2.0264 0.23
H -3.2983 0.4762 -1.0939 0.12
H -2.0085 0.0407 1.1249 0.29
H 0.9757 0.0429 1.9859 0.28
```

## Properties
spin multiplicity: 1
energy above the lowest of the compared OMol25 structures with the same formula, charge and spin: 101.8 kcal/mol
E_LUMO: 0.52 eV

Computed, not measured: 3 unconnected molecules or ions with the total composition C2H8NO4, with ωB97M-V/def2-TZVPD.

Structure (XYZ):
```
15
Properties=species:S:1:pos:R:3:mulliken_charge:R:1
O -0.6238 -2.0953 -1.5551 -0.74
O 2.7879 -1.8765 0.8848 -0.67
O -0.5177 0.4259 -1.5651 -0.84
O -0.2884 2.3021 -0.3456 -0.75
N -0.5115 0.2792 0.7098 -0.15
C -0.4342 1.0734 -0.4709 0.59
C -0.6149 0.9972 1.9681 -0.84
H -1.6642 1.2787 2.1583 0.25
H -0.3329 0.3118 2.7743 0.29
H 2.0727 -2.3264 1.3448 0.30
H -1.4423 -2.2631 -2.0261 0.25
H -0.5177 -1.1084 -1.4962 0.48
H -0.7177 -0.7068 0.6196 0.19
H 2.3743 -1.0493 0.5641 0.35
H -0.1134 1.9534 1.9855 0.28
```

## Properties
total charge: -1
spin multiplicity: 1
energy above the lowest of the compared OMol25 structures with the same formula, charge and spin: 7.6 kcal/mol
E_LUMO: 3.75 eV

Computed, not measured: 3 unconnected molecules or ions with the total composition C2H8NO4, with ωB97M-V/def2-TZVPD.

Structure (XYZ):
```
15
Properties=species:S:1:pos:R:3:mulliken_charge:R:1
O -1.1537 0.9025 0.0640 -0.74
O -0.9293 -0.6467 -2.1779 -0.70
O 1.2440 0.4946 -2.9727 -0.68
O -0.3421 1.0555 2.1882 -0.76
N 0.5423 -0.5502 0.8413 -0.28
C -0.3895 0.6555 1.0008 0.69
C 0.8300 -1.3293 2.0605 -0.82
H 0.3648 -1.0989 0.0103 0.18
H 0.8972 -0.3964 -3.0414 0.34
H 1.1171 0.7414 -2.0432 0.35
H -1.8829 -0.7790 -2.0932 0.26
H 1.8930 -1.1097 2.2159 0.21
H 0.5605 -2.3819 1.9600 0.27
H -0.6976 -0.2439 -1.3104 0.34
H 0.3671 -0.8572 2.9131 0.33
```

## Properties
total charge: -1
spin multiplicity: 1
energy above the lowest of the compared OMol25 structures with the same formula, charge and spin: 20.0 kcal/mol
E_LUMO: 3.88 eV

Computed, not measured: 3 unconnected molecules or ions with the total composition C2H8NO4, with ωB97M-V/def2-TZVPD.

Structure (XYZ):
```
15
Properties=species:S:1:pos:R:3:mulliken_charge:R:1
O -0.1009 0.4960 0.5357 -0.61
O 0.7779 1.3221 2.8035 -0.62
O 1.3985 2.0940 0.0564 -0.50
O 0.4882 0.7939 -1.5401 -0.46
N -1.4129 -1.4151 -0.8594 -0.04
C -0.8217 -2.2891 -1.5474 -0.08
C 0.6567 1.2300 -0.2822 0.66
H 0.2619 -2.3291 -1.5698 0.27
H -0.8980 -0.6795 -0.2987 0.40
H 0.1055 0.7625 1.4919 0.42
H -2.4326 -1.3574 -0.8279 0.29
H 1.4649 1.9613 2.5715 0.31
H -1.3726 -3.0294 -2.1228 0.28
H 1.0377 1.3063 -2.1526 0.37
H 0.8476 1.1335 3.7418 0.31
```

## Properties
total charge: +1
spin multiplicity: 1
energy above the lowest of the compared OMol25 structures with the same formula, charge and spin: 0.0 kcal/mol
E_LUMO: -4.87 eV

Computed, not measured: 2 unconnected molecules or ions with the total composition C2H8NOPS, with ωB97M-V/def2-TZVPD.

Structure (XYZ):
```
14
Properties=species:S:1:pos:R:3:mulliken_charge:R:1
S 1.9832 1.3896 -0.4295 -0.30
P 2.7171 -0.6961 -0.3552 0.24
O 1.4805 -1.3827 0.4522 -0.41
N 3.7752 -0.8228 0.9248 -0.45
C -3.5703 0.4425 0.0107 -0.49
C -2.2726 0.2701 0.1564 -0.29
H -1.8566 -0.8271 0.3297 0.11
H 3.5863 -0.4245 1.8181 0.24
H -4.2553 -0.4766 0.0789 0.18
H -4.1177 1.3702 -0.2307 0.25
H 0.9336 1.0108 -1.1703 0.11
H 4.7456 -0.6721 0.9347 0.24
H 0.9676 -1.8963 -0.1344 0.32
H -1.6327 1.0773 -0.0253 0.25
```

## Properties
spin multiplicity: 1
energy above the lowest of the compared OMol25 structures with the same formula, charge and spin: 65.4 kcal/mol
structure (SMILES): NP(O)S.C=C
E_LUMO: 0.81 eV

Computed, not measured: a molecular structure, C2H8NOPS, with ωB97M-V/def2-TZVPD.

Structure (XYZ):
```
14
Properties=species:S:1:pos:R:3:lowdin_spin:R:1
S -0.6832 0.2431 1.0487 0.33
P 2.3536 0.8375 1.2208 0.21
O 1.0438 1.7037 1.1611 0.59
N -1.2201 1.3415 -0.1020 0.02
C -0.3350 -1.0187 0.0213 0.58
C -0.4400 -1.1219 -1.4731 0.09
H -1.2642 -1.6267 -1.8550 0.03
H -0.9956 2.2797 0.1416 0.00
H -0.0099 -1.9069 0.5391 0.03
H 0.4019 -1.7434 -1.7295 0.01
H -0.6591 -0.1257 -1.8409 0.00
H 1.8276 -0.4749 0.5543 0.05
H 2.2181 0.2628 2.4756 0.04
H -2.2379 1.3499 -0.1620 0.00
```

## Properties
spin multiplicity: 3
energy above the lowest of the compared OMol25 structures with the same formula, charge and spin: 79.7 kcal/mol
E_LUMO (spin up / spin down): 0.78 / -2.25 eV

Computed, not measured: a molecular structure, C2H8NOPS2, with ωB97M-V/def2-TZVPD.

Structure (XYZ):
```
15
Properties=species:S:1:pos:R:3:mulliken_charge:R:1
S -3.5894 -3.6940 1.2437 -0.24
S -1.7265 -1.1374 -1.7496 -0.42
P -1.1405 0.0162 -0.2684 0.28
O -1.4737 1.5311 -0.6847 -0.41
N 0.9612 0.7814 -0.2228 -0.09
C 1.5434 0.7864 -1.3346 -0.15
C 1.4713 1.5698 0.8685 -0.76
H 2.4139 1.3570 -1.5162 0.27
H 2.2030 2.2022 0.4350 0.32
H 1.0262 0.1578 -2.1019 0.15
H -3.1335 -2.4503 1.3492 0.11
H 0.5976 2.3005 1.2411 0.26
H 1.9452 0.9453 1.7237 0.25
H -3.5840 -3.6103 -0.0226 0.12
H -1.7975 1.6637 -1.5413 0.31
```

## Properties
spin multiplicity: 1
energy above the lowest of the compared OMol25 structures with the same formula, charge and spin: 58.0 kcal/mol
E_LUMO: 0.27 eV

Computed, not measured: 2 unconnected molecules or ions with the total composition C2H8NOS, with ωB97M-V/def2-TZVPD.

Structure (XYZ):
```
13
Properties=species:S:1:pos:R:3:mulliken_charge:R:1
S -1.0745 0.9397 -0.4309 -0.63
O 1.7532 0.1273 0.5321 -0.54
N 1.7207 -2.1260 1.2839 -0.58
C 0.9366 -0.9812 0.9178 -0.30
C -2.2756 1.1218 -1.7744 -0.75
H -3.2864 1.3158 -1.4002 0.20
H -2.3107 0.2174 -2.3870 0.18
H -2.0796 2.0073 -2.3975 0.19
H 0.2802 -0.6891 1.7404 0.28
H 0.2855 -1.2353 0.0823 0.28
H 1.1127 0.7245 0.0694 0.22
H 2.2965 -1.9770 2.1011 0.21
H 2.3148 -2.4390 0.5287 0.23
```

## Properties
total charge: -1
spin multiplicity: 1
energy above the lowest of the compared OMol25 structures with the same formula, charge and spin: 14.3 kcal/mol
E_LUMO: 4.18 eV